{
  "formula": "C4H8N2S",
  "method": "the ωB97M-V functional and the def2-TZVPD basis",
  "mol_weight_g_mol": 116.19,
  "total_energy_ha": -664.787961,
  "orbital_gap_ev": 9.09,
  "lumo_ev": 0.72,
  "e_above_lowest_kcal_mol": 90.87,
  "species": ["C", "C", "C", "C", "N", "N", "S", "H", "H", "H", "H", "H", "H", "H", "H"],
  "xyz": [[1.452, 1.600, 0.193], [-2.124, 0.015, 0.279], [1.738, -0.780, -0.663], [1.139, 0.652, -0.575], [1.792, 2.657, 0.698], [-1.725, -1.099, 0.695], [1.182, -2.120, 0.491], [-1.874, 0.456, -0.620], [-2.908, 0.689, 0.789], [2.800, -0.796, -0.392], [1.773, -1.204, -1.721], [0.389, 0.853, -1.417], [1.560, 2.972, 1.606], [-2.074, -1.482, 1.636], [-0.206, -1.904, 0.313]]
}

=====

{
  "formula": "C4H8N2S",
  "method": "the ωB97M-V functional and the def2-TZVPD basis",
  "mol_weight_g_mol": 116.19,
  "total_energy_ha": -664.792555,
  "orbital_gap_ev": [8.33, 8.33],
  "lumo_ev": [0.77, 0.77],
  "e_above_lowest_kcal_mol": 87.99,
  "species": ["C", "C", "C", "C", "N", "N", "S", "H", "H", "H", "H", "H", "H", "H", "H"],
  "xyz": [[2.904, -0.109, -0.091], [-0.694, 0.071, -0.224], [-0.443, 0.487, -1.590], [-2.048, -0.079, 0.419], [3.166, -0.540, 0.985], [0.358, -0.223, 0.491], [0.631, -0.603, 2.038], [1.270, -0.030, 0.071], [0.592, 0.471, -1.804], [-1.119, -0.025, -2.293], [-0.760, 1.647, -1.629], [-1.948, -0.387, 1.473], [-2.541, -0.625, -0.335], [-2.696, 0.870, 0.571], [3.328, -0.925, 1.916]]
}